(1)
C33H40BrF4NO2OsPSSb as an isolated structure, computed with ωB97M-V/def2-TZVPD.

Summary:
energy above the lowest of the compared OMol25 structures with the same formula, charge and spin = 0.000 eV
HOMO (alpha / beta) = -19.113 / -19.074 eV

ORCA input file:
```
! RIJCOSX wB97M-V def2-TZVPD def2/J DEFGRID3
* xyz 4 5
H -1.586 -5.470 0.659
H 5.702 0.323 -1.545
H -1.597 -5.525 -1.090
H -1.308 2.863 4.725
H -2.263 -4.122 -0.236
C 0.654 3.702 4.891
Br -0.666 1.883 -1.341
C -0.135 2.543 2.938
H 3.926 2.715 -2.984
H -4.390 -1.624 -2.101
C 5.332 -0.480 -2.177
N -0.776 -1.312 2.002
H 0.979 -2.873 4.390
H 3.011 3.735 2.454
H -1.516 -3.375 -3.736
H -0.027 -3.417 0.506
C -4.728 -0.130 4.492
C -2.941 4.037 1.435
H 2.398 -1.509 2.773
C 2.079 3.505 2.954
H 1.219 2.540 1.248
H 3.795 -0.991 -5.364
H 0.671 -4.952 0.062
H -2.080 -0.842 -3.978
P -1.438 1.772 1.981
C -5.026 0.404 3.244
C -2.424 0.518 4.243
C -3.430 -0.075 4.989
O -0.806 -1.396 -0.890
C -1.881 -2.726 -2.933
C 1.867 3.939 4.261
H 2.645 4.485 4.778
H 0.483 4.069 5.894
C 3.620 2.025 -3.766
Sb 3.455 0.065 -2.989
H -3.098 -0.524 -1.608
H -6.040 0.373 2.867
H -2.409 -3.340 -2.205
F -4.242 5.964 1.178
H -4.279 1.447 1.533
H 1.570 -0.062 3.396
C 0.259 -1.640 2.801
F -2.114 4.103 -2.561
Os -0.593 0.070 0.471
H 2.162 0.474 1.333
C -2.142 3.030 0.904
C -0.078 -4.217 -0.237
C 1.531 -0.862 2.651
C 3.037 -1.226 -4.612
H -2.763 -1.633 1.493
C -2.398 4.075 -1.271
H -3.208 -0.476 5.969
C -4.030 1.008 2.493
C 0.134 -2.626 3.761
H 1.481 -3.455 -1.546
F -3.722 5.986 -1.483
C -3.222 5.057 -0.719
H 5.260 -1.414 -1.627
H -3.332 -2.007 -4.289
C -2.726 -1.578 -3.490
C -0.355 3.011 4.234
H -4.185 -0.091 -2.931
C 0.414 -3.680 -1.579
C 1.081 2.812 2.292
H 5.988 -0.611 -3.041
C -2.729 1.079 2.999
C -1.075 -3.290 3.901
H -1.187 -4.066 4.649
H 3.137 -2.263 -4.304
O 1.551 -0.276 1.327
C -3.489 5.042 0.644
C -1.460 -4.862 -0.235
H -1.419 0.563 4.645
H 2.048 -1.024 -5.016
C -1.960 -1.950 2.145
H 0.254 -4.393 -2.394
C -3.646 -0.917 -2.468
H -3.099 -3.438 3.153
H 4.399 1.960 -4.531
H 2.684 2.334 -4.223
F -3.190 4.048 2.734
C -1.877 3.094 -0.457
H -5.514 -0.577 5.087
S -0.354 -2.154 -2.186
C -2.139 -2.947 3.074
*
```

Atom charges from the Mulliken analysis, given in e for atoms 1 to 8: 0.40, 0.38, 0.37, 0.50, 0.29, -0.81, -0.09, 1.17

(2)
A 2-piece molecular cluster, C2H3F3OS overall at a distorted geometry, computed with ωB97M-V/def2-TZVPD.

Summary:
energy above the lowest of the compared OMol25 structures with the same formula, charge and spin = 4.383 eV
HOMO (alpha / beta) = -8.985 / -9.910 eV

ORCA input file:
```
! RIJCOSX wB97M-V def2-TZVPD def2/J DEFGRID3
* xyz 0 1
F 2.232 0.207 -0.653
H -1.949 -1.109 -0.609
S -0.794 0.613 0.069
H -3.098 0.154 0.417
C -2.269 -0.116 -0.221
F 2.196 -1.799 0.082
H -0.544 0.917 -1.420
O -1.021 1.926 0.650
F 3.139 -0.257 1.245
C 2.108 -0.535 0.440
*
```

Atom charges from the Mulliken analysis, given in e for atoms 1 to 8: -0.16, 0.31, 0.41, 0.35, -0.61, -0.19, 0.17, -0.58

(3)
C3H4CuO as an isolated structure at a distorted geometry, computed with ωB97M-V/def2-TZVPD.

Summary:
energy above the lowest of the compared OMol25 structures with the same formula, charge and spin = 0.000 eV
HOMO (alpha / beta) = -5.887 / -8.961 eV

ORCA input file:
```
! RIJCOSX wB97M-V def2-TZVPD def2/J DEFGRID3
* xyz 0 2
H -1.691 1.184 0.002
C 0.334 0.357 0.170
H -0.998 -0.994 1.297
H 2.139 0.407 0.931
O 1.663 0.742 0.166
C -0.521 -0.766 0.335
H -1.115 0.394 -1.554
Cu 1.176 -1.806 -0.880
C -0.987 0.481 -0.467
*
```

Atom charges from the Mulliken analysis, given in e for atoms 1 to 8: 0.22, 0.26, 0.32, 0.36, -0.43, -0.60, 0.22, -0.13

(4)
A single C27H34N2O6S3 molecule at a distorted geometry, computed with ωB97M-V/def2-TZVPD.

Summary:
SMILES = COc1ccc(CCN(Cc2cccs2)S(=O)(=O)c2ccc(S(=O)(=O)N3CCCCCC3)cc2)cc1OC
energy above the lowest of the compared OMol25 structures with the same formula, charge and spin = 0.370 eV
HOMO = -7.811 eV

ORCA input file:
```
! RIJCOSX wB97M-V def2-TZVPD def2/J DEFGRID3
* xyz 0 1
C 0.710 0.344 0.841
C 4.063 -0.566 -1.246
C 0.466 -1.654 -1.953
O -3.516 -0.651 0.840
S -3.153 0.093 -0.336
H 4.350 0.456 1.933
C -4.988 1.784 -1.262
C -6.693 2.737 0.366
H 3.167 -1.411 -2.980
H 0.926 2.255 -1.936
H -4.359 2.162 2.882
H 1.353 -0.015 1.627
C 2.358 -3.896 2.101
H 9.120 0.693 -0.601
H 2.410 0.082 -2.442
O 3.354 2.195 -1.320
H -1.104 -0.583 1.564
H -7.099 1.545 -1.376
C -0.641 0.035 0.811
O 1.092 -3.836 1.497
H 4.720 0.104 -1.816
H 3.100 -4.359 1.441
H 4.942 -1.094 1.275
N 3.717 0.034 0.032
C -0.349 -3.087 -0.200
C 6.028 0.622 0.626
H -3.885 3.417 0.589
C -1.418 0.528 -0.221
H -6.851 1.966 2.371
C 4.758 -0.038 1.049
S 6.151 2.345 0.609
H -1.537 1.686 -1.999
C 7.749 2.248 -0.020
C 2.828 -0.864 -2.094
N -3.841 1.604 -0.403
H -4.855 0.836 1.845
C -2.607 -3.810 -0.017
C 1.970 -2.402 -0.262
H -4.932 2.790 -1.693
H -3.160 -4.461 0.658
H 2.231 -4.518 2.986
S 2.989 1.541 -0.096
O -3.382 -0.544 -1.601
C 1.243 1.128 -0.164
H 4.613 -1.487 -1.040
C -0.888 1.327 -1.216
O 3.194 2.240 1.140
C 8.156 0.967 -0.213
H -6.358 0.635 -0.059
H -6.312 3.666 -0.065
H 0.263 -1.090 -2.851
O -1.285 -3.804 0.473
H 2.957 -2.419 0.165
C -0.570 -2.359 -1.357
H -2.749 2.205 1.205
H -7.778 2.839 0.428
C -3.765 2.357 0.830
H -1.554 -2.308 -1.793
C -4.771 1.921 1.900
C -6.347 1.590 -0.585
C 0.462 1.635 -1.185
H -3.048 -2.809 0.001
C 7.163 0.033 0.154
H 8.296 3.149 -0.213
H 7.291 -1.033 0.081
C -6.153 2.573 1.791
H -2.655 -4.214 -1.033
C 1.740 -1.656 -1.414
H -6.124 3.561 2.256
C 0.951 -3.107 0.352
H -4.864 1.053 -2.063
H 2.712 -2.904 2.404
*
```

Atom charges from the Mulliken analysis, given in e for atoms 1 to 8: -0.33, -1.35, -1.29, -0.79, 1.61, 0.60, -1.04, -0.69

(5)
A single C2H5N3OS molecule at a distorted geometry, computed with ωB97M-V/def2-TZVPD.

Summary:
SMILES = N/N=C\NSC=O
energy above the lowest of the compared OMol25 structures with the same formula, charge and spin = 4.000 eV
HOMO = -9.214 eV

ORCA input file:
```
! RIJCOSX wB97M-V def2-TZVPD def2/J DEFGRID3
* xyz 0 1
C -1.475 -0.705 0.022
N -1.662 0.464 -0.291
H -0.919 2.222 -0.612
H -2.440 -1.231 0.097
O 2.987 0.435 0.010
H 1.063 0.622 1.037
N -0.421 1.395 -0.327
H 0.419 1.046 -0.900
C 1.871 0.150 0.274
N -0.304 -1.272 0.310
S 1.050 -1.138 -0.715
H -0.169 -1.986 1.096
*
```

Atom charges from the Mulliken analysis, given in e for atoms 1 to 8: 0.07, -0.37, 0.26, 0.34, -0.43, 0.42, -0.41, 0.23

(6)
An isolated ion of composition C8H12N and charge +1 at a distorted geometry, computed with ωB97M-V/def2-TZVPD.

Summary:
SMILES = C[C@@H]1CC2=C1C[N+]21CC1
energy above the lowest of the compared OMol25 structures with the same formula, charge and spin = 3.586 eV
HOMO = -13.676 eV

ORCA input file:
```
! RIJCOSX wB97M-V def2-TZVPD def2/J DEFGRID3
* xyz 1 1
H -1.771 -2.267 -1.302
C 2.395 1.297 1.123
H -2.107 -0.722 -1.866
H 1.126 -1.466 -0.535
C -0.220 0.559 0.546
C 1.017 -1.080 0.446
H -1.971 1.653 0.603
C -1.867 -0.628 0.130
H -3.386 -1.518 -1.001
H 3.138 0.625 1.487
H 1.662 -1.790 1.037
H 2.107 2.151 1.660
H 2.947 0.463 -0.788
H -2.525 -0.840 0.953
N 1.325 0.440 0.504
C -2.322 -1.359 -1.135
H -1.719 1.290 -1.084
C -1.583 0.943 -0.047
H 1.871 1.867 -0.961
C 2.314 1.130 -0.333
C -0.432 -0.747 0.562
*
```

Atom charges from the Mulliken analysis, given in e for atoms 1 to 8: 0.34, -0.27, 0.44, 0.30, -0.08, -0.48, 0.31, 0.50